1.
# C38H29BrNO6PtSeTe

C38H29BrNO6PtSeTe as an isolated structure (ωB97M-V with the def2-TZVPD basis set, the OMol25 dataset).

Output
<S²>: 0.7977
M: 1077.19 g/mol
Gap between HOMO and LUMO (alpha / beta): 0.21237 / 0.23434 hartree
Relative energy (zero: lowest compared OMol25 entry of this formula, charge and spin): 0.892 eV
E_tot: -199580.0558 eV

```
! wB97M-V def2-TZVPD RIJCOSX def2/J DEFGRID3
* xyz -2 2
Pt 0.755 0.578 1.467
Br 3.334 -0.507 2.397
C 2.382 -1.039 3.965
C 3.050 -1.894 4.811
C 2.477 -2.271 6.025
C 1.248 -1.737 6.379
C 0.573 -0.861 5.536
C -0.697 -0.284 5.955
C -1.339 0.621 5.218
C -0.812 1.076 3.899
C 0.363 0.319 3.363
C 1.100 -0.501 4.253
H 4.027 -2.260 4.525
H 3.000 -2.953 6.685
H 0.794 -1.994 7.331
H -1.089 -0.593 6.919
H -2.252 1.091 5.571
H -1.607 1.079 3.155
O -2.663 6.548 3.004
C -2.143 5.461 2.908
C -2.095 4.590 1.649
O -2.579 4.862 0.573
C -1.329 3.351 2.020
C -1.056 3.436 3.410
O -0.411 2.495 4.110
C -1.451 4.683 4.015
O -1.312 5.075 5.167
O -1.021 2.430 1.241
Se -0.153 -1.560 0.693
C -2.202 -6.821 -3.259
C -1.601 -5.481 -2.917
C -2.387 -4.431 -2.462
C -1.853 -3.180 -2.153
C -2.827 -2.119 -1.694
C -0.465 -2.942 -2.281
Te 0.689 -1.013 -1.623
N 1.150 0.783 -0.567
C 1.830 1.588 -1.358
O 1.992 1.370 -2.592
C 2.446 2.849 -0.800
C 3.380 3.525 -1.584
C 3.991 4.683 -1.123
C 3.668 5.190 0.130
C 2.731 4.530 0.914
C 2.128 3.367 0.450
C -0.711 0.153 -2.713
C -1.548 0.996 -1.998
C -2.453 1.808 -2.668
C -2.517 1.761 -4.055
C -1.659 0.930 -4.764
C -0.731 0.123 -4.108
C 0.265 -0.693 -4.892
C 0.324 -4.006 -2.756
C 1.824 -3.918 -2.990
C -0.247 -5.245 -3.065
H -3.240 -6.880 -2.928
H -1.651 -7.638 -2.787
H -2.188 -6.999 -4.338
H -3.457 -4.588 -2.340
H -3.834 -2.534 -1.616
H -2.861 -1.280 -2.391
H -2.541 -1.711 -0.722
H 3.600 3.115 -2.560
H 4.719 5.194 -1.744
H 4.134 6.101 0.489
H 2.460 4.917 1.889
H 1.380 2.878 1.061
H -1.487 1.044 -0.921
H -3.075 2.490 -2.099
H -3.216 2.395 -4.589
H -1.685 0.925 -5.850
H 0.156 -0.517 -5.963
H 0.147 -1.764 -4.703
H 1.281 -0.406 -4.601
H 2.243 -2.939 -2.784
H 2.056 -4.161 -4.030
H 2.352 -4.642 -2.363
H 0.399 -6.046 -3.425
*
```



2.
# C38H30BrNO8PTl

C38H30BrNO8PTl as an isolated structure in a non-equilibrium geometry (ωB97M-V with the def2-TZVPD basis set, the OMol25 dataset).

Output
M: 943.92 g/mol
Gap between HOMO and LUMO: 0.18149 hartree
Relative energy (zero: lowest compared OMol25 entry of this formula, charge and spin): 0.226 eV
E_tot: -141790.7031 eV

```
! wB97M-V def2-TZVPD RIJCOSX def2/J DEFGRID3
* xyz -2 1
Tl 1.128 -1.135 -1.232
O -1.417 -1.575 -5.301
C -0.399 -1.844 -4.407
O 0.574 -1.131 -4.355
C -0.415 -3.317 -4.008
O -0.184 -3.575 -2.643
C -1.348 -3.487 -1.820
C -2.220 -2.243 -2.052
O -3.396 -2.266 -1.681
O -1.596 -1.282 -2.616
H -1.336 -0.626 -5.465
H 0.419 -3.772 -4.540
H -1.351 -3.777 -4.340
H -0.970 -3.443 -0.796
H -1.964 -4.381 -1.941
O -0.830 1.242 0.289
P -0.826 2.631 -0.206
C 0.852 3.173 -0.606
C 1.872 2.350 -0.132
C 3.195 2.644 -0.436
C 3.497 3.754 -1.212
C 2.479 4.572 -1.691
C 1.156 4.282 -1.393
C -1.481 3.839 0.983
C -2.818 3.702 1.359
C -3.354 4.517 2.343
C -2.556 5.468 2.969
C -1.226 5.607 2.602
C -0.687 4.789 1.614
C -1.823 2.876 -1.692
C -2.019 1.752 -2.493
C -2.770 1.863 -3.655
C -3.308 3.088 -4.026
C -3.117 4.209 -3.224
C -2.380 4.103 -2.053
H 1.608 1.477 0.463
H 3.983 1.991 -0.079
H 4.528 3.972 -1.466
H 2.716 5.427 -2.315
H 0.359 4.904 -1.783
H -3.422 2.934 0.887
H -4.392 4.408 2.632
H -2.966 6.086 3.758
H -0.605 6.349 3.090
H 0.358 4.878 1.341
H -1.619 0.784 -2.196
H -2.952 0.977 -4.253
H -3.889 3.170 -4.938
H -3.553 5.161 -3.508
H -2.246 4.969 -1.414
Br 2.623 -8.009 2.759
C 3.578 -6.537 2.009
C 4.947 -6.465 2.204
N 5.678 -5.474 1.700
C 5.042 -4.532 0.991
C 3.677 -4.534 0.746
C 2.920 -5.569 1.277
C 2.994 -3.428 -0.072
O 3.730 -2.490 -0.442
O 1.769 -3.592 -0.268
H 5.467 -7.223 2.780
H 5.648 -3.729 0.591
H 1.855 -5.572 1.088
C -2.678 -1.756 3.854
C -2.808 -1.753 2.445
C -1.707 -1.543 1.657
C -0.414 -1.337 2.209
C 0.712 -1.118 1.349
C 1.919 -0.904 1.990
C 2.063 -0.920 3.402
C 0.982 -1.138 4.212
C -0.295 -1.344 3.632
C -1.453 -1.555 4.430
H -3.553 -1.915 4.477
H -3.779 -1.916 1.990
H -1.809 -1.514 0.578
H 2.824 -0.745 1.397
H 3.046 -0.769 3.846
H 1.083 -1.164 5.294
H -1.349 -1.547 5.512
*
```



3.
# C38H30CeN5O2PS2

C38H30CeN5O2PS2 as an isolated structure in a non-equilibrium geometry (ωB97M-V with the def2-TZVPD basis set, the OMol25 dataset).

Output
<S²>: 0.7513
M: 823.92 g/mol
Gap between HOMO and LUMO (alpha / beta): 0.21271 / 0.21316 hartree
Relative energy (zero: lowest compared OMol25 entry of this formula, charge and spin): 0.000 eV
E_tot: -95329.6879 eV

```
! wB97M-V def2-TZVPD RIJCOSX def2/J DEFGRID3
* xyz -1 2
Ce -0.381 -1.078 -0.230
C 3.032 0.054 -3.060
C 1.656 0.164 -2.558
O 1.426 -0.328 -1.356
C 0.678 0.813 -3.342
C -0.695 0.507 -3.267
C -1.724 1.344 -3.966
N -0.936 -0.751 -2.766
N -0.313 -1.684 -3.458
C 0.087 -2.797 -2.830
O 0.048 -2.935 -1.551
C 0.739 -3.878 -3.638
C 0.750 -3.780 -5.016
C 1.512 -4.623 -5.758
C 2.403 -5.491 -5.136
C 2.422 -5.608 -3.747
C 1.567 -4.833 -3.003
H 3.790 0.540 -2.444
H 3.315 -1.008 -3.149
H 3.155 0.493 -4.063
H 1.109 1.542 -4.062
H -1.627 2.407 -3.662
H -1.595 1.257 -5.057
H -2.714 0.902 -3.707
H 0.114 -3.013 -5.486
H 1.468 -4.543 -6.828
H 3.108 -6.067 -5.734
H 3.182 -6.223 -3.254
H 1.607 -4.848 -1.918
S -2.948 -2.008 -0.031
C -3.254 -2.499 1.592
C -4.605 -2.767 1.930
C -4.979 -3.133 3.209
C -6.334 -3.359 3.510
N -7.457 -3.611 3.731
C -3.940 -3.456 4.184
C -2.614 -3.160 3.851
C -2.228 -2.683 2.573
S -0.536 -2.449 2.274
C -4.254 -3.983 5.458
N -4.421 -4.422 6.536
H -5.353 -2.598 1.176
H -1.855 -3.328 4.578
N -1.932 0.877 1.099
C -1.914 2.284 1.470
C -3.134 2.982 1.663
C -3.113 4.365 1.821
C -1.895 5.021 1.763
C -0.697 4.319 1.592
C -0.674 2.923 1.378
P 0.794 1.972 0.959
C 1.942 3.111 0.287
C 3.312 3.137 0.694
C 4.242 3.787 -0.070
C 3.832 4.494 -1.212
C 2.505 4.571 -1.548
C 1.529 3.892 -0.807
C 1.352 1.485 2.565
C 2.214 0.373 2.565
C 2.641 -0.207 3.756
C 2.293 0.352 4.989
C 1.482 1.476 4.995
C 1.022 2.058 3.820
H -2.899 0.585 0.857
H -1.646 0.332 1.938
H -4.076 2.455 1.643
H -4.056 4.907 2.023
H -1.896 6.102 1.892
H 0.236 4.894 1.573
H 3.649 2.648 1.632
H 5.305 3.834 0.250
H 4.549 5.123 -1.755
H 2.214 5.154 -2.403
H 0.489 4.021 -1.051
H 2.518 -0.104 1.648
H 3.232 -1.101 3.713
H 2.570 -0.070 5.939
H 1.242 1.955 5.923
H 0.364 2.914 3.874
*
```